[1]
{"formula": "C2H3N3O2", "method": "the ωB97M-V functional and the def2-TZVPD basis", "homo_lumo_gap_ev": 9.8143, "smiles": "[H]/N=c1/ncon1O", "e_homo_ev": -9.568, "species": ["H", "N", "C", "N", "C", "O", "N", "O", "H", "H"], "positions_angstrom": [[-1.949964, 1.226872, 0.077056], [-1.079295, 1.862984, -0.127544], [-0.211497, 0.982281, -0.063618], [1.236043, 1.126880, 0.106586], [1.730295, -0.029554, -0.014581], [0.765612, -1.043684, -0.190540], [-0.420437, -0.457196, 0.435120], [-1.485103, -1.012064, -0.119560], [2.804448, -0.547160, -0.186502], [-1.390106, -2.109363, 0.083582]], "atomic_forces_ev_per_a": [[1.119, 2.014, -0.854], [-2.371, -1.630, 0.216], [2.124, -1.682, 3.076], [-0.117, 0.454, -0.924], [-0.213, -2.820, -1.627], [1.356, 0.132, 0.721], [2.421, 2.127, -0.237], [-1.352, -5.247, -0.686], [-2.433, 2.050, 0.847], [-0.535, 4.600, -0.532]], "nbo_charge": [0.36, -0.57, 0.48, -0.50, 0.40, -0.42, 0.07, -0.54, 0.23, 0.50]}

[2]
{"formula": "CH11O4S", "method": "the ωB97M-V functional and the def2-TZVPD basis", "homo_lumo_gap_ev": [10.8146, 6.9998], "s2": 0.753, "multiplicity": 2, "e_homo_ev": [-10.550, -10.175], "species": ["C", "S", "H", "H", "H", "H", "H", "O", "H", "H", "O", "H", "H", "O", "H", "H", "O"], "positions_angstrom": [[1.771082, -0.997493, -1.088747], [0.894629, -0.677917, 0.427964], [2.098968, -2.025421, -1.168322], [1.165829, -0.711685, -1.939259], [2.646528, -0.346821, -1.136534], [1.002657, 2.414470, -0.803241], [2.131827, 1.525952, -0.124712], [1.941621, 2.325704, -0.617420], [-1.936103, -1.111718, 2.569490], [-0.955213, -2.113939, 2.055395], [-1.905292, -1.953392, 2.098317], [-1.520814, -0.631033, -0.384611], [-2.801308, -0.038231, -0.818354], [-2.213529, -0.773428, -1.045103], [-0.921304, 2.243395, 1.204325], [-0.324669, 1.121161, 0.380977], [-1.074904, 1.750390, 0.389837]], "atomic_forces_ev_per_a": [[0.290, 0.000, 0.034], [0.294, -0.507, 0.075], [-0.065, -0.163, 0.022], [-0.308, 0.037, -0.166], [0.051, 0.062, 0.080], [-0.113, -0.396, 0.288], [-0.568, 0.034, 0.041], [0.681, 0.629, -0.337], [-0.294, -0.053, -0.017], [-0.031, -0.287, -0.104], [0.373, 0.351, 0.159], [-0.196, -0.319, -0.092], [-0.032, -0.170, -0.254], [0.098, 0.452, 0.252], [-0.162, 0.135, -0.072], [-0.393, 0.280, -0.093], [0.375, -0.083, 0.186]], "nbo_charge": [-0.80, 0.10, 0.23, 0.26, 0.25, 0.49, 0.46, -0.95, 0.46, 0.47, -0.92, 0.45, 0.47, -0.93, 0.47, 0.46, -0.97]}

[3]
{"formula": "C37H36Cl3IrN13O6S", "method": "the ωB97M-V functional and the def2-TZVPD basis", "homo_lumo_gap_ev": [7.7017, 5.8330], "s2": 0.811, "multiplicity": 2, "charge": 2, "e_homo_ev": [-12.991, -12.992], "species": ["Ir", "C", "C", "C", "C", "C", "N", "C", "C", "C", "C", "C", "C", "C", "N", "C", "C", "C", "N", "C", "C", "N", "C", "C", "C", "N", "H", "H", "H", "H", "H", "H", "H", "H", "H", "H", "H", "H", "H", "H", "H", "H", "H", "H", "N", "N", "C", "N", "N", "N", "O", "O", "H", "H", "H", "H", "H", "Cl", "C", "C", "C", "C", "C", "C", "N", "C", "C", "N", "C", "O", "C", "C", "C", "Cl", "S", "C", "C", "C", "Cl", "C", "H", "H", "H", "H", "H", "H", "H", "H", "H", "H", "H", "H", "H", "O", "N", "O", "O"], "positions_angstrom": [[1.153120, -0.493369, -0.702425], [-0.527666, -0.765137, 5.277650], [0.488275, -0.684246, 4.183922], [1.436623, -1.623341, 3.994149], [2.377111, -1.708846, 2.889300], [2.589702, -0.796614, 1.909415], [2.775781, -1.091726, 0.586946], [3.764449, -1.999524, 0.295562], [5.017425, -1.864086, 0.919263], [6.075683, -2.667551, 0.563568], [5.932705, -3.630388, -0.434989], [7.102247, -4.440912, -0.902104], [4.679782, -3.793282, -1.028685], [3.603699, -3.014228, -0.659279], [2.321945, -3.325685, -1.193938], [1.955328, -4.545478, -1.648574], [0.667114, -4.462532, -2.112227], [0.300899, -3.135183, -1.896491], [1.298207, -2.455998, -1.332071], [0.545701, 0.529691, 1.874780], [0.559007, 0.617034, 3.414418], [0.298655, 1.687807, 1.081368], [0.226378, 3.018683, 1.322264], [0.470129, 3.660394, 0.136075], [0.786033, 2.647839, -0.786049], [0.718376, 1.472648, -0.194812], [-0.561574, -1.755100, 5.727677], [-1.524886, -0.505101, 4.913786], [-0.287457, -0.043316, 6.063778], [1.424143, -2.487951, 4.647516], [2.767468, -2.697915, 2.682075], [5.151434, -1.057034, 1.628007], [7.039360, -2.521247, 1.033268], [7.849369, -4.544597, -0.117738], [7.579395, -3.944809, -1.750416], [6.797396, -5.433515, -1.230149], [4.569056, -4.530752, -1.811744], [2.628842, -5.381248, -1.593941], [0.078560, -5.247456, -2.552717], [-0.630762, -2.645384, -2.116013], [-0.094545, 1.378170, 3.844089], [0.009197, 3.398177, 2.306820], [0.450339, 4.719235, -0.049683], [1.080922, 2.719690, -1.820377], [-0.084771, -3.431962, 1.151918], [-1.161929, -2.563009, 1.327545], [-0.966256, -1.250615, 1.555055], [-1.970395, -0.585694, 2.150129], [0.145903, -0.650051, 1.178006], [2.144858, 0.594912, 2.002245], [2.818054, 1.397557, 1.334473], [1.928869, 1.044042, 3.415267], [-0.183086, -3.931316, 0.275861], [-0.062188, -4.092013, 1.921006], [-2.102980, -2.928557, 1.373036], [-2.691782, -1.065414, 2.665190], [-2.057061, 0.417464, 2.055874], [-3.968982, 1.810457, 4.107619], [-4.113409, 1.797335, 2.380044], [-3.159834, 2.445759, 1.610685], [-3.237988, 2.372816, 0.226627], [-4.273448, 1.690405, -0.404574], [-4.342614, 1.631022, -1.924019], [-4.019820, 0.229079, -2.462766], [-2.579653, 0.026808, -2.523867], [-1.802980, 0.129560, -3.647973], [-0.515068, -0.034683, -3.250765], [-0.506983, -0.209729, -1.882308], [-1.766594, -0.169419, -1.481007], [-3.403459, 2.483095, -2.509032], [-3.780089, 3.867032, -2.593749], [-2.570332, 4.712410, -2.352276], [-1.441975, 4.679396, -3.117949], [-1.178451, 3.715167, -4.510535], [-0.233068, 5.762220, -2.570788], [-1.232607, 6.284913, -1.283077], [-2.433714, 5.647882, -1.284168], [-5.239010, 1.086187, 0.403028], [-6.596250, 0.275835, -0.311091], [-5.166281, 1.119203, 1.788016], [-2.382003, 3.025132, 2.090448], [-2.491399, 2.873017, -0.381166], [-5.364311, 1.870504, -2.239599], [-4.401739, 0.116441, -3.475030], [-4.472252, -0.541720, -1.844184], [-2.226844, 0.325302, -4.616947], [0.389625, -0.004318, -3.827682], [-2.120657, -0.248149, -0.468922], [-4.542937, 4.101760, -1.847082], [-4.202643, 4.043793, -3.585973], [-0.891589, 7.059271, -0.614794], [-3.218963, 5.854451, -0.569745], [-5.931206, 0.646036, 2.387876], [3.659684, 0.704088, -3.676237], [3.245991, -0.016251, -2.817524], [2.052933, 0.344731, -2.309806], [3.760719, -1.018006, -2.376593]], "atomic_forces_ev_per_a": [[-0.007, 0.080, 0.251], [0.010, -0.005, 0.008], [0.017, -0.010, 0.013], [-0.003, 0.011, -0.039], [0.019, -0.054, 0.075], [-0.024, -0.071, -0.136], [-0.021, 0.259, 0.062], [0.027, -0.095, -0.026], [-0.021, 0.015, -0.030], [0.003, 0.014, 0.018], [-0.013, -0.017, -0.027], [-0.005, -0.001, 0.004], [-0.007, -0.001, 0.019], [0.011, 0.013, 0.024], [-0.029, -0.010, -0.034], [0.026, 0.032, 0.058], [-0.025, -0.007, -0.028], [0.067, 0.065, -0.084], [-0.001, 0.006, -0.132], [0.023, 0.171, -0.056], [0.034, 0.024, -0.006], [-0.208, -0.185, -0.033], [0.013, 0.043, 0.006], [0.039, -0.020, 0.112], [0.036, -0.021, -0.052], [0.120, -0.068, 0.077], [0.008, 0.003, 0.005], [0.011, -0.001, 0.010], [0.000, 0.006, -0.001], [-0.007, 0.000, -0.008], [-0.001, -0.012, 0.016], [-0.006, 0.004, 0.000], [0.000, 0.002, 0.000], [-0.001, 0.000, 0.001], [0.001, 0.002, 0.001], [-0.001, 0.000, 0.000], [0.003, -0.003, -0.002], [0.001, -0.006, -0.006], [0.005, 0.001, -0.012], [-0.013, 0.032, -0.011], [0.002, 0.001, 0.020], [-0.018, 0.009, -0.004], [0.010, -0.094, 0.060], [0.020, -0.016, -0.019], [0.043, -0.046, 0.160], [-0.055, 0.070, -0.169], [0.029, -0.157, 0.024], [0.052, -0.052, 0.061], [-0.113, 0.164, -0.174], [0.029, -0.050, 0.076], [0.004, 0.042, -0.005], [-0.020, -0.009, -0.006], [0.018, -0.029, 0.032], [0.002, -0.009, 0.001], [0.006, 0.018, 0.066], [0.017, 0.001, -0.009], [-0.040, -0.023, -0.042], [0.009, -0.005, -0.003], [-0.034, 0.021, 0.010], [0.006, 0.055, -0.007], [0.007, 0.011, 0.005], [-0.012, -0.001, 0.046], [-0.079, -0.056, 0.078], [-0.041, 0.027, -0.029], [0.007, -0.130, -0.026], [0.014, -0.036, 0.012], [-0.030, 0.105, -0.016], [0.110, -0.151, -0.055], [-0.018, 0.054, 0.075], [0.017, 0.109, -0.092], [-0.007, 0.004, -0.006], [0.017, -0.013, 0.017], [0.002, -0.040, 0.011], [0.015, 0.011, 0.017], [-0.032, 0.112, -0.117], [-0.043, 0.056, -0.056], [0.008, 0.034, -0.013], [0.003, 0.012, -0.006], [0.053, 0.012, -0.015], [0.015, 0.018, -0.008], [-0.020, -0.023, -0.011], [-0.015, -0.019, 0.020], [-0.001, 0.022, 0.005], [0.009, 0.048, -0.003], [-0.008, -0.038, 0.007], [0.001, -0.019, 0.004], [0.012, -0.006, 0.013], [0.007, -0.029, 0.020], [0.003, -0.006, 0.003], [0.002, 0.022, 0.002], [-0.001, 0.010, 0.008], [-0.001, -0.003, 0.006], [0.004, -0.006, 0.001], [0.171, 0.036, -0.144], [-0.501, 0.251, 0.108], [0.017, -0.133, -0.041], [0.268, -0.322, 0.074]], "mulliken_charge": [1.70, -1.54, 0.18, -1.14, -0.82, 0.10, 0.66, 0.66, -0.21, -1.04, 0.31, -1.63, -0.90, 0.13, 0.30, -0.09, -1.28, -0.13, 0.23, -1.45, 0.27, 1.79, -0.43, -1.63, -0.83, -0.16, 0.41, 0.29, 0.38, 0.42, 0.58, 0.63, 0.45, 0.41, 0.32, 0.40, 0.57, 0.51, 0.48, 0.24, 0.69, 0.69, 0.69, 0.66, -0.25, -0.10, -1.49, 0.36, 0.89, 1.92, -0.97, -0.65, 0.20, 0.31, 0.29, 0.34, -0.51, -0.15, 0.36, -1.61, 0.92, -0.79, -0.61, -1.14, 0.25, -0.88, -0.68, 0.33, -0.67, -0.03, -1.19, 0.08, 0.87, -0.17, -0.13, -0.69, -0.55, 0.65, -0.16, -0.55, 0.62, 0.37, 0.85, 0.46, 0.45, 0.51, 0.65, 0.87, 0.45, 0.43, 0.49, 0.48, 0.52, -0.62, 0.70, -0.50, -0.41]}

Values of energy above the lowest of the compared OMol25 structures with the same formula, charge and spin, in order: 5.834 0.233 2.882, all in eV.